(1)
C18H18IrN10P as an isolated structure, computed with ωB97M-V/def2-TZVPD.

Each line ends with the Löwdin charge.
Geometry (Å):
Ir -0.69828 -0.07203 0.52055  1.270
N -2.66639 1.85497 -1.50307  0.198
C -1.77569 1.02947 -2.11981  -0.432
N -1.68757 0.79369 -3.40279  0.081
N -0.67660 -0.09944 -3.51524  -0.018
N -0.17825 -0.40203 -2.37978  -0.044
N -0.84130 0.32572 -1.43357  -0.171
C -2.72100 2.03978 -0.15567  -0.414
N -3.55066 2.84945 0.46524  0.082
N -3.27286 2.71048 1.77122  -0.017
N -2.32781 1.86686 1.96888  -0.039
N -1.93663 1.41950 0.74941  -0.174
H -3.30628 2.38762 -2.07576  0.174
C 0.76189 2.78127 1.73177  -0.204
P 0.86628 0.98972 1.83413  0.818
C 1.04106 0.63331 3.59044  -0.216
C 2.35187 0.44250 0.98738  -0.370
C 2.47340 0.71417 -0.38023  -0.110
C 3.59575 0.29574 -1.07218  -0.047
C 4.59863 -0.39786 -0.40771  -0.040
C 4.48170 -0.67564 0.94811  -0.052
C 3.36009 -0.26344 1.64826  -0.076
H 1.65595 3.18699 2.20726  0.074
H -0.13513 3.12876 2.24313  0.047
H 0.73240 3.09961 0.69034  0.059
H 1.89381 1.19514 3.97413  0.075
H 1.19303 -0.42689 3.77629  0.052
H 0.14285 0.96823 4.10944  0.068
H 1.69349 1.25087 -0.90765  0.085
H 3.68464 0.50520 -2.12919  0.121
H 5.47555 -0.72534 -0.94974  0.119
H 5.26652 -1.21372 1.46195  0.117
H 3.28525 -0.48648 2.70450  0.101
C -1.11815 -1.17570 2.30001  -0.183
C -1.99048 -1.73273 1.27998  -0.403
C -3.37665 -1.41799 1.18071  -0.010
C -4.08693 -1.79478 0.07760  0.018
C -3.44935 -2.46895 -0.99341  -0.189
C -2.10152 -2.77030 -0.94117  -0.007
C -1.37126 -2.40780 0.19162  -0.098
C -4.21755 -2.82981 -2.14877  -0.154
N -4.83886 -3.12094 -3.06943  0.209
H -0.28657 -1.81569 2.58460  0.078
H -1.59828 -0.67611 3.13141  0.078
H -3.85141 -0.87835 1.99028  0.133
H -5.14278 -1.57162 0.00345  0.138
H -1.62149 -3.27759 -1.76627  0.139
H -0.33122 -2.72151 0.28297  0.134

## Properties
Highest occupied orbital energy (alpha / beta)   -12.2 / -12.2 eV
2S+1   2
Charge   +1
Kohn-Sham gap (alpha / beta)   6.99 / 5.45 eV



(2)
A 5-piece molecular cluster, C37H29N3O20 overall, computed with ωB97M-V/def2-TZVPD.

Each line ends with the Löwdin charge.
Geometry (Å):
C -2.61026 1.35219 2.69158  -0.070
C -2.50810 1.36372 1.15181  -0.123
C -2.66276 2.70748 0.50776  -0.470
O -2.18766 3.00458 -0.56437  0.100
O -3.38735 3.58185 1.22752  -0.014
C -4.00989 4.63558 0.47226  -0.146
C -5.15841 5.16062 1.33145  -0.094
C -5.97141 3.98408 1.80949  -0.257
C -6.01849 3.64578 3.19108  -0.066
N -6.66414 2.62416 3.66582  0.147
C -7.30302 1.85729 2.73423  -0.211
C -8.00533 0.71028 3.14817  -0.017
C -8.66706 -0.06367 2.24556  -0.057
C -8.66818 0.27625 0.87626  -0.007
C -7.97979 1.37590 0.45363  -0.245
O -7.94456 1.73616 -0.87746  -0.053
N -9.27696 1.79566 -1.50085  0.031
O -9.93561 2.61622 -1.03252  0.116
C -7.27495 2.19438 1.36706  -0.131
N -6.58967 3.27640 0.90897  0.216
H -1.78009 0.77083 3.09150  0.069
H -2.51933 2.34316 3.12511  0.070
H -3.52384 0.87688 3.03718  0.067
H -3.30062 0.72573 0.75491  0.129
H -1.56752 0.93107 0.82809  0.081
H -4.44208 4.20923 -0.42919  0.128
H -3.29068 5.41022 0.22338  0.130
H -5.80811 5.72947 0.66767  0.126
H -4.79779 5.76198 2.16109  0.115
H -5.47521 4.26840 3.89339  0.118
H -8.01078 0.44380 4.19495  0.114
H -9.21203 -0.95000 2.54340  0.075
H -9.20608 -0.31761 0.15142  0.108
O 0.19263 1.37113 -0.09771  0.093
C 1.36041 1.47420 -0.41972  -0.290
C 2.43194 0.60804 0.02255  0.079
C 3.68125 0.84786 -0.40222  -0.229
O 4.72354 0.10871 -0.05436  0.101
C 4.00694 1.99821 -1.32748  -0.315
O 5.17443 2.14157 -1.64221  0.104
C 2.92746 2.84910 -1.78303  0.071
C 1.67597 2.60866 -1.36120  -0.229
O 0.62915 3.33029 -1.72264  0.124
H 2.18829 -0.21052 0.68509  0.135
H 5.50380 0.49539 -0.50237  0.102
H 3.16929 3.65934 -2.45587  0.134
H -0.16384 2.95424 -1.27628  0.093
O 10.32373 -3.13952 -0.03655  0.099
C 9.17825 -3.13020 -0.45374  -0.304
C 8.48987 -1.93800 -0.90512  0.080
C 7.22692 -2.04052 -1.33707  -0.217
O 6.51860 -1.00326 -1.77299  0.094
C 6.48801 -3.35237 -1.36639  -0.309
O 5.33671 -3.33791 -1.76079  0.111
C 7.18604 -4.54811 -0.93096  0.075
C 8.45178 -4.45076 -0.50282  -0.236
O 9.16627 -5.48899 -0.09040  0.115
H 9.03030 -0.99813 -0.87878  0.104
H 5.64244 -1.36480 -2.01461  0.118
H 6.65473 -5.48838 -0.96911  0.135
H 10.03933 -5.13166 0.16319  0.119
O -9.90822 -7.22936 -0.64632  0.112
C -9.85563 -6.28519 0.11808  -0.312
C -10.11698 -6.36892 1.54148  0.076
C -10.04502 -5.25938 2.28910  -0.233
O -10.26722 -5.24556 3.59512  0.121
C -9.70269 -3.91520 1.69669  -0.294
O -9.67989 -2.96335 2.45977  0.083
C -9.42002 -3.83310 0.28105  0.078
C -9.48833 -4.94348 -0.46859  -0.232
O -9.24504 -4.96049 -1.76752  0.126
H -10.36417 -7.33553 1.95657  0.137
H -10.15268 -4.31922 3.88226  0.121
H -9.15722 -2.87020 -0.13293  0.126
H -9.36902 -5.88631 -2.05610  0.123
O 10.04699 0.58450 -1.74889  0.086
C 11.20701 0.74588 -2.08850  -0.294
C 12.29379 -0.12134 -1.68709  0.081
C 13.53756 0.15404 -2.10598  -0.232
O 14.59271 -0.58048 -1.79227  0.122
C 13.84319 1.34394 -2.98279  -0.313
O 15.00550 1.51937 -3.29629  0.108
C 12.74765 2.19752 -3.39977  0.075
C 11.50403 1.92102 -2.98432  -0.233
O 10.44583 2.64504 -3.31732  0.122
H 12.06253 -0.97056 -1.05692  0.130
H 15.35822 -0.15305 -2.22413  0.121
H 12.97397 3.03817 -4.03990  0.136
H 9.67665 2.22953 -2.88123  0.122

## Properties
Highest occupied orbital energy   -8.9 eV
Charge   0
Kohn-Sham gap   7.16 eV
Structure (SMILES)   CCC(=O)OCCc1cnc2cccc(ON=O)c2n1.O=C1C=C(O)C(=O)C=C1O.O=C1C=C(O)C(=O)C=C1O.O=C1C=C(O)C(=O)C=C1O.O=C1C=C(O)C(=O)C=C1O



(3)
A 2-piece molecular cluster, C2H5NO4 overall at a distorted geometry, computed with ωB97M-V/def2-TZVPD.

Each line ends with the Löwdin charge.
Geometry (Å):
O -0.09516 0.35501 -1.77532  0.027
C -0.17166 1.24642 -0.93527  -0.198
N 0.61348 1.15273 0.25885  0.164
C 0.97675 -0.07122 0.88981  -0.528
O 1.51378 -0.24305 1.94448  0.153
O 0.64311 -1.15625 0.11281  0.018
H -0.81827 2.08240 -1.32293  0.163
H 0.63571 2.00094 0.72793  0.116
H 0.67518 -0.85722 -0.85344  0.112
O -1.71060 -1.58976 0.33728  -0.030
H -1.31951 -0.84061 0.65048  -0.051
H -0.94280 -2.07938 -0.03469  0.055

## Properties
Highest occupied orbital energy   -11.1 eV
Charge   0
Kohn-Sham gap   11.13 eV
Structure (SMILES)   O=CNC(=O)O.O



(4)
C14H33ClIN3OP3Rh as an isolated structure at a distorted geometry, computed with ωB97M-V/def2-TZVPD.

Each line ends with the Löwdin charge.
Geometry (Å):
C -1.77507 1.37378 -1.68831  -0.074
C -3.14960 1.08674 -1.07369  -0.476
H -1.13307 2.10091 -1.16763  0.060
H -1.61363 1.63090 -2.75912  0.124
H -1.22234 0.42879 -1.45546  -0.015
O -3.90341 1.78124 -0.43603  0.054
I -3.69715 -0.71103 1.60864  0.920
Rh 1.07703 -0.92334 -0.82199  0.428
P 3.06727 -1.58230 -0.92719  0.626
C 4.35146 -0.58571 -0.06411  -0.211
C 3.15740 -3.34930 -0.39841  -0.221
H 4.12288 -3.67400 0.03188  0.070
H 4.49517 -2.05557 -2.94575  0.074
H 2.92067 -3.96757 -1.28100  0.062
H 2.72071 -2.19483 -3.20928  -0.013
H 4.77232 -1.15985 0.76612  0.063
H 2.35693 -3.47646 0.34906  0.038
C 3.51457 -1.62534 -2.70623  -0.267
H 5.17047 -0.26489 -0.72134  0.071
H 3.46932 -0.59223 -3.06523  0.054
H 3.87264 0.31424 0.32215  -0.004
P -3.45635 -0.93819 -1.12733  0.705
C -5.31062 -0.91474 -0.88937  -0.253
C -3.11508 -1.20043 -2.93868  -0.245
H -1.76986 -2.91482 -1.39391  -0.006
H -3.41128 -3.41309 -1.11061  0.075
H -2.36745 -2.85421 0.22790  -0.009
C -2.66296 -2.65994 -0.80646  -0.253
H -2.01199 -1.19007 -3.14812  -0.048
H -3.46959 -2.21089 -3.20845  0.069
H -5.68876 -1.74530 -1.48879  0.070
H -5.83070 0.05209 -1.03405  0.084
H -3.65481 -0.44770 -3.51650  0.062
H -5.54485 -1.14106 0.17592  -0.049
Cl 0.20374 -1.82513 -2.80489  0.085
C 2.11618 2.46696 2.66039  -0.150
N 1.43211 3.08701 1.50906  -0.151
C 0.03654 3.40714 1.90508  -0.123
N -0.68046 2.24518 2.48272  -0.124
C 0.07156 1.64768 3.60630  -0.144
N 1.45888 1.25027 3.21374  -0.093
C 1.40147 0.16086 2.19233  -0.277
P 0.68822 0.67379 0.49804  0.830
C 1.58083 2.32779 0.29433  -0.284
C -0.94115 1.22675 1.48533  -0.334
H 2.10480 3.23053 3.44813  0.140
H 3.14722 2.20648 2.40845  0.135
H -0.52079 3.71589 1.01446  0.135
H 0.10856 4.20985 2.67071  0.151
H -0.45079 0.72978 3.90428  0.129
H 0.14326 2.36246 4.44019  0.146
H 2.40309 -0.25302 2.00401  0.070
H 0.71460 -0.63515 2.52001  0.093
H 1.14451 2.89587 -0.54458  0.102
H 2.62488 2.05311 0.10277  0.080
H -1.26096 0.30909 1.99106  -0.016
H -1.80658 1.53099 0.89942  0.033

## Properties
Highest occupied orbital energy (alpha / beta)   -13.7 / -14.3 eV
2S+1   5
Charge   +2
Kohn-Sham gap (alpha / beta)   7.13 / 5.09 eV



(5)
One molecule with the formula C8H7BrF4O at a distorted geometry, computed with ωB97M-V/def2-TZVPD.

Each line ends with the Löwdin charge.
Geometry (Å):
C -1.43767 1.59792 0.98720  -0.224
C -0.98469 2.48614 -0.08159  -0.229
C -1.38419 0.26125 1.10941  -0.165
C -0.04932 2.20458 -0.90600  -0.077
C -0.83763 -0.89734 0.26992  -0.175
C 0.35457 -0.52514 -0.50658  -0.284
C 0.28407 -0.69225 -2.01655  -0.010
C -2.19147 2.30736 2.01961  -0.412
O 1.42714 -0.35667 0.24104  0.076
F -1.73443 3.70903 -0.17526  -0.037
F -1.90871 -0.21658 2.25145  0.051
F 0.25926 2.77439 -2.03604  0.064
F -1.83535 -1.39009 -0.60599  0.014
Br -4.16926 2.38647 1.46313  0.576
H -0.60080 -1.59971 1.10616  0.182
H -0.59094 -0.15381 -2.26249  0.069
H 0.13043 -1.82598 -2.26935  0.138
H 1.23204 -0.20644 -2.35373  0.103
H -1.98993 3.37235 2.23044  0.083
H -2.47989 1.81796 2.92808  0.028
H 2.31462 -0.26730 -0.37471  0.230

## Properties
Highest occupied orbital energy (alpha / beta)   -7.7 / -8.7 eV
Charge   0
Kohn-Sham gap (alpha / beta)   6.59 / 8.27 eV



(6)
A 6-piece molecular cluster, C24H64N4O10 overall at a distorted geometry, computed with ωB97M-V/def2-TZVPD.

Each line ends with the Löwdin charge.
Geometry (Å):
C -6.19633 5.19521 -1.97509  -0.118
O -5.43206 6.31960 -1.63659  -0.182
C -4.36093 6.03458 -0.76663  -0.244
C -3.24570 5.19088 -1.26130  -0.196
N -2.67958 4.34077 -0.16101  -0.032
C -3.60323 3.26116 0.08739  -0.240
C -3.31760 2.55980 1.37399  -0.238
O -2.08801 1.88774 1.21733  -0.233
C -1.72883 1.20570 2.40382  -0.088
H -5.58017 4.34279 -2.21248  0.065
H -6.79049 5.45342 -2.86213  0.096
H -6.85027 4.95850 -1.14336  0.087
H -4.78679 5.55115 0.13815  0.117
H -4.00251 7.04243 -0.51790  0.132
H -2.39952 5.79625 -1.63719  0.124
H -3.59574 4.56513 -2.09595  0.106
H -1.80372 3.94940 -0.41462  0.051
H -3.58397 2.53780 -0.74102  0.114
H -4.58976 3.72722 0.11878  0.100
H -4.20828 1.90048 1.67690  0.145
H -3.31411 3.25911 2.22172  0.124
H -1.80156 1.84328 3.30913  0.103
H -0.74209 0.78648 2.22133  0.056
H -2.43505 0.36254 2.42384  0.097
C 1.79987 4.45513 1.24767  -0.114
O 1.47383 3.40198 0.42757  -0.177
C 1.45261 3.79474 -0.90609  -0.259
C 0.80230 2.72047 -1.73654  -0.231
N -0.55085 2.50124 -1.39166  -0.042
C -1.19483 1.56705 -2.31980  -0.162
C -0.57125 0.11369 -2.37362  -0.204
O -0.66486 -0.60043 -1.17051  -0.231
C -1.99974 -0.77756 -0.68234  -0.065
H 2.77515 4.88777 1.01671  0.095
H 1.81742 4.05198 2.24698  0.077
H 1.06673 5.23611 1.10722  0.088
H 2.47035 3.94204 -1.31403  0.117
H 1.00336 4.84792 -1.10933  0.150
H 1.41777 1.76878 -1.67809  0.118
H 0.91758 3.04677 -2.82487  0.149
H -0.64150 2.17643 -0.46789  0.073
H -1.31372 2.03154 -3.30630  0.123
H -2.22660 1.42488 -2.08043  0.074
H 0.46831 0.16147 -2.71193  0.103
H -1.08291 -0.49366 -3.16218  0.122
H -2.11624 -1.73514 -0.16490  0.073
H -2.66342 -0.71732 -1.60297  0.115
H -2.29075 0.02151 0.00826  0.072
C 3.13526 -1.51105 -2.75016  -0.052
O 3.22886 -0.39002 -1.79272  -0.200
C 4.47083 -0.17143 -1.16508  -0.263
C 4.35049 1.02000 -0.27467  -0.215
N 3.46671 0.80136 0.86832  -0.048
C 4.24236 0.37509 2.05351  -0.184
C 3.28722 0.39596 3.20930  -0.253
O 2.77354 1.69520 3.31218  -0.195
C 1.77783 1.77054 4.30762  -0.108
H 4.17169 -1.88930 -2.88681  0.086
H 2.70570 -1.21702 -3.68483  0.071
H 2.65190 -2.38451 -2.31614  0.076
H 5.21838 0.17147 -1.88607  0.121
H 4.91443 -1.01563 -0.52716  0.145
H 3.89553 1.82873 -0.87830  0.124
H 5.37522 1.22281 0.02565  0.111
H 2.98218 1.62112 1.12141  0.064
H 5.14561 1.13959 2.32398  0.167
H 4.58045 -0.61450 1.82060  0.105
H 3.79444 0.15150 4.19030  0.140
H 2.40960 -0.26838 3.07801  0.119
H 0.88922 1.14838 4.20038  0.085
H 1.47707 2.79570 4.46724  0.081
H 2.16080 1.50099 5.29604  0.085
C 2.50174 -8.17717 -0.57103  -0.070
O 1.35025 -7.73255 0.14767  -0.184
C 1.64383 -6.98124 1.27171  -0.255
C 0.33407 -6.33759 1.72668  -0.173
N -0.04546 -5.31979 0.76585  -0.093
C -1.41476 -5.27838 0.35645  -0.202
C -1.56030 -4.23234 -0.71751  -0.281
O -1.01968 -4.70349 -1.88623  -0.170
C -0.94076 -3.70605 -2.89321  -0.090
H 3.01592 -8.86233 0.03169  0.071
H 3.08265 -7.33523 -0.87539  0.081
H 2.08925 -8.67336 -1.42828  0.087
H 2.37691 -6.21841 1.06294  0.118
H 2.03202 -7.58705 2.08702  0.121
H 0.50230 -5.83775 2.71003  0.126
H -0.43106 -7.10288 1.87028  0.123
H 0.53448 -5.30048 -0.03723  0.105
H -2.01668 -4.98662 1.20265  0.122
H -1.75175 -6.22351 -0.13544  0.139
H -1.06414 -3.31356 -0.35548  0.100
H -2.64773 -4.01431 -0.91637  0.144
H -0.48905 -2.77390 -2.47848  0.075
H -1.93844 -3.34641 -3.25284  0.098
H -0.37467 -4.06038 -3.74048  0.082
O -0.37339 -3.03874 2.38189  -0.091
H -0.00459 -2.19722 2.02186  0.006
H -0.06478 -3.71025 1.77029  -0.033
O 0.72181 -0.42968 1.32317  -0.060
H 1.64666 -0.27329 1.08996  0.022
H 0.18770 -0.32144 0.53718  0.008

## Properties
Highest occupied orbital energy   -8.5 eV
Charge   0
Kohn-Sham gap   9.07 eV
Structure (SMILES)   COCCNCCOC.COCCNCCOC.COCCNCCOC.COCCNCCOC.O.O